Molecular formula: C3H7N3O
Method: DFT, ωB97M-V with the def2-TZVPD basis set

calculated total energy	-358.0404	Eh
frontier orbital gap	10.52	eV
HOMO	-9.824	eV
SMILES string	[H]/N=C/NC(=O)NC
2S+1	1

Each line ends with the natural charge from an NBO analysis.
Geometry (Å):
O: 0.77 1.75 -1.06  -0.618
N: -1.16 0.84 -0.22  -0.650
N: -3.11 -0.26 0.37  -0.669
N: 0.87 -0.15 0.23  -0.646
C: 0.22 0.89 -0.40  0.785
C: 2.29 -0.34 0.04  -0.408
C: -1.89 -0.31 0.05  0.264
H: -3.46 -1.21 0.49  0.343
H: 2.49 -0.41 -1.03  0.216
H: -1.68 1.68 -0.46  0.424
H: 2.89 0.48 0.45  0.199
H: 0.47 -0.47 1.10  0.394
H: 2.58 -1.28 0.51  0.202
H: -1.29 -1.22 -0.07  0.164